Here is one molecule with the formula C4H6INO from the OMol25 dataset. Energies are from ωB97M-V with the def2-TZVPD basis set.

Summary:
Orbital gap: 10.0 eV
Energy relative to the best compared isomer or geometry (same formula, charge and spin): 41.2 kcal/mol
E_LUMO: 0.007 Ha
SMILES: C[C@](O)(C#N)CI
DFT total energy: -583.65387 a.u.
E_HOMO: -0.3603 Eh
Charge: 0

Last column: Mulliken charge in e.
Atoms and positions in Å:
C -0.162 0.508 1.468  -1.183
C 0.083 0.337 -0.070  1.039
O 1.276 0.918 -0.430  -0.546
C -1.016 1.059 -0.750  0.049
N -1.587 1.660 -1.544  -0.464
C 0.031 -1.257 -0.382  -1.154
I 0.787 -1.916 -2.293  0.037
H -0.237 1.632 1.825  0.318
H 0.674 -0.177 1.867  0.322
H -1.123 0.017 1.764  0.340
H 1.526 0.940 -1.426  0.376
H 0.657 -1.880 0.295  0.426
H -0.909 -1.842 -0.323  0.440